{"formula": "C54H102NO19", "method": "ωB97M-V with the def2-TZVPD basis set", "charge": 1, "lumo_ha": -0.094, "e_tot_ev": -98040.037, "homo_ev": -11.4, "symbols": ["C", "C", "C", "C", "C", "C", "C", "C", "C", "C", "C", "C", "C", "C", "C", "C", "C", "C", "C", "O", "C", "C", "C", "C", "C", "C", "C", "C", "C", "C", "C", "N", "H", "H", "H", "H", "H", "H", "H", "H", "H", "H", "H", "H", "H", "H", "H", "H", "H", "H", "H", "H", "H", "H", "H", "H", "H", "H", "H", "H", "H", "H", "H", "H", "H", "H", "H", "H", "H", "H", "H", "H", "H", "H", "H", "H", "H", "H", "H", "H", "H", "H", "H", "H", "H", "H", "C", "C", "O", "C", "O", "O", "C", "H", "H", "H", "H", "H", "H", "H", "H", "C", "C", "O", "C", "O", "O", "C", "H", "H", "H", "H", "H", "H", "H", "H", "C", "C", "O", "C", "O", "O", "C", "H", "H", "H", "H", "H", "H", "H", "H", "C", "C", "O", "C", "O", "O", "C", "H", "H", "H", "H", "H", "H", "H", "H", "C", "C", "O", "C", "O", "O", "C", "H", "H", "H", "H", "H", "H", "H", "H", "C", "C", "O", "C", "O", "O", "C", "H", "H", "H", "H", "H", "H", "H", "H"], "coordinates": [[3.165, -0.969, 1.748], [3.999, -0.534, 0.527], [4.483, -1.733, -0.305], [3.342, -2.230, -1.253], [2.798, -3.642, -0.877], [1.285, -3.683, -0.610], [0.411, -3.427, -1.857], [-0.066, -1.946, -1.950], [0.050, -1.375, -3.384], [0.538, 0.094, -3.477], [0.022, 1.044, -2.380], [-1.504, 1.039, -2.168], [-2.337, 0.946, -3.469], [-3.539, 1.938, -3.476], [-4.816, 1.318, -4.095], [-4.378, 0.737, -5.475], [-5.862, 2.406, -4.386], [-7.311, 1.883, -4.589], [-7.738, 0.720, -3.623], [-8.249, -0.416, -4.276], [-7.348, -1.127, -5.095], [-8.193, -2.062, -5.991], [-6.652, 0.459, -2.588], [-6.924, -0.686, -1.571], [-8.375, -1.016, -1.275], [-9.313, -0.121, -0.829], [-10.604, -0.537, -0.585], [-10.985, -1.831, -0.765], [-12.387, -2.330, -0.499], [-10.042, -2.752, -1.190], [-8.767, -2.326, -1.433], [-5.292, 0.237, -3.161], [3.572, -1.897, 2.156], [2.131, -1.129, 1.425], [3.168, -0.221, 2.544], [3.409, 0.168, -0.073], [4.881, 0.023, 0.865], [5.368, -1.443, -0.878], [4.809, -2.526, 0.374], [3.804, -2.307, -2.240], [2.573, -1.459, -1.225], [3.356, -3.971, 0.002], [3.019, -4.325, -1.703], [0.973, -2.999, 0.186], [1.031, -4.688, -0.255], [0.903, -3.764, -2.774], [-0.491, -4.038, -1.748], [0.540, -1.367, -1.255], [-1.120, -1.911, -1.659], [0.807, -1.979, -3.894], [-0.869, -1.502, -3.966], [0.273, 0.489, -4.463], [1.631, 0.083, -3.432], [0.356, 2.059, -2.624], [0.532, 0.782, -1.449], [-1.732, 0.203, -1.500], [-1.799, 1.945, -1.630], [-1.725, 1.136, -4.347], [-2.717, -0.081, -3.525], [-3.224, 2.780, -4.093], [-3.786, 2.261, -2.456], [-3.483, 1.227, -5.849], [-4.196, -0.343, -5.443], [-5.171, 0.893, -6.208], [-5.552, 2.853, -5.331], [-5.807, 3.206, -3.642], [-7.432, 1.607, -5.638], [-7.978, 2.725, -4.401], [-8.571, 1.132, -3.057], [-6.694, -1.798, -4.511], [-6.759, -0.499, -5.769], [-8.367, -3.008, -5.481], [-7.732, -2.188, -6.970], [-9.152, -1.561, -6.140], [-6.572, 1.378, -2.000], [-6.381, -1.590, -1.863], [-6.478, -0.367, -0.619], [-9.053, 0.925, -0.682], [-11.307, 0.212, -0.232], [-12.504, -2.644, 0.541], [-12.524, -3.240, -1.091], [-13.163, -1.629, -0.806], [-10.313, -3.792, -1.323], [-8.034, -3.063, -1.756], [-5.172, -0.666, -3.624], [-4.645, 0.229, -2.367], [-11.446, 0.803, -3.739], [-11.287, 2.213, -4.268], [-12.528, 2.755, -4.725], [-13.365, 3.150, -3.761], [-13.150, 3.099, -2.576], [-14.476, 3.599, -4.336], [-15.506, 3.973, -3.416], [-11.917, 0.165, -4.488], [-10.480, 0.381, -3.474], [-12.080, 0.782, -2.854], [-10.625, 2.209, -5.134], [-10.843, 2.875, -3.519], [-15.139, 4.691, -2.686], [-15.898, 3.089, -2.913], [-16.300, 4.432, -3.997], [4.821, 3.413, 7.085], [5.640, 3.961, 5.936], [5.265, 3.359, 4.682], [4.126, 3.800, 4.157], [3.406, 4.647, 4.619], [3.908, 3.122, 3.023], [2.658, 3.421, 2.402], [4.889, 2.324, 7.115], [5.177, 3.817, 8.033], [3.768, 3.670, 6.977], [6.688, 3.717, 6.087], [5.563, 5.047, 5.868], [2.545, 4.487, 2.237], [1.839, 3.042, 3.012], [2.637, 2.918, 1.437], [6.470, 6.368, -2.793], [5.582, 7.554, -2.478], [4.560, 7.216, -1.528], [4.967, 7.115, -0.263], [6.085, 7.292, 0.141], [3.914, 6.770, 0.485], [4.229, 6.534, 1.859], [5.869, 5.518, -3.120], [7.182, 6.623, -3.577], [7.028, 6.050, -1.913], [5.058, 7.870, -3.378], [6.161, 8.405, -2.120], [4.744, 7.385, 2.298], [4.833, 5.631, 1.951], [3.295, 6.386, 2.392], [7.282, 1.465, 3.197], [8.353, 2.005, 4.117], [8.993, 0.960, 4.865], [9.874, 0.224, 4.187], [10.182, 0.367, 3.032], [10.349, -0.712, 5.011], [11.239, -1.640, 4.387], [6.563, 0.862, 3.754], [6.752, 2.278, 2.704], [7.718, 0.824, 2.431], [7.905, 2.664, 4.854], [9.097, 2.586, 3.570], [12.054, -1.125, 3.881], [10.694, -2.268, 3.684], [11.650, -2.265, 5.176], [-2.520, -9.879, 1.243], [-1.163, -10.167, 1.851], [-0.130, -10.196, 0.854], [0.267, -9.011, 0.400], [-0.146, -7.935, 0.755], [1.201, -9.216, -0.531], [1.653, -8.024, -1.170], [-2.739, -10.591, 0.445], [-3.299, -9.947, 2.002], [-2.553, -8.882, 0.806], [-1.166, -11.156, 2.305], [-0.911, -9.448, 2.631], [1.995, -7.284, -0.448], [0.859, -7.606, -1.789], [2.487, -8.297, -1.811], [15.662, -1.481, 10.066], [14.825, -0.287, 10.475], [14.648, 0.635, 9.390], [13.766, 0.268, 8.462], [13.109, -0.741, 8.464], [13.743, 1.210, 7.517], [12.900, 0.899, 6.407], [16.614, -1.153, 9.646], [15.855, -2.123, 10.926], [15.157, -2.073, 9.303], [15.337, 0.270, 11.258], [13.856, -0.592, 10.870], [11.890, 0.660, 6.732], [13.322, 0.069, 5.840], [12.866, 1.779, 5.770]]}